(1)
This record from the OMol25 dataset describes one molecule with the formula C3H4BrFO. The level of theory is wB97M-V/def2-TZVPD.

Geometry as XYZ:
```
10
Properties=species:S:1:pos:R:3:forces:R:3:mulliken_charge:R:1
C 0.772 -1.189 -0.109 -1.95 2.55 0.23 0.46
C -0.939 0.640 0.373 -2.45 0.92 -4.36 -1.10
C 0.242 0.154 -0.473 -2.93 -3.91 -0.43 -0.08
O 1.306 -1.920 -0.853 1.30 -1.63 -0.89 -0.49
F 0.635 -1.462 1.217 0.18 -0.17 0.16 -0.25
Br 1.853 1.392 -0.003 3.12 2.86 0.84 0.07
H -1.776 -0.069 0.030 0.98 0.73 1.26 0.29
H -0.749 0.666 1.393 0.09 -0.10 1.82 0.40
H -1.426 1.654 -0.019 1.55 -1.73 0.96 0.31
H 0.083 0.134 -1.558 0.12 0.47 0.39 0.39
```
Positions in Å, forces in eV/Å.

Summary:
- HOMO level (spin up / spin down) (eV) = -6.46 / -10.81
- 2S+1 = 3
- frontier orbital gap (spin up / spin down) (Ha) = 0.26088 / 0.23217
- <S²> = 2.01
- E_LUMO (spin up / spin down) (eV) = 0.638 / -4.496
- charge = 0

(2)
This record from the OMol25 dataset describes one molecule with the formula C5H4N2O3. The level of theory is wB97M-V/def2-TZVPD.

Geometry as XYZ:
```
14
Properties=species:S:1:pos:R:3:forces:R:3:mulliken_charge:R:1
O 3.237 -0.110 -1.407 1.35 1.34 -0.71 -0.47
C 2.512 -0.951 -1.003 -0.53 -2.20 0.58 -0.08
C 1.136 -0.720 -0.642 -2.67 1.60 -0.21 0.61
C 0.531 0.647 -0.573 2.93 -2.52 1.07 -0.48
C -0.622 0.372 0.088 0.09 0.31 -0.57 0.60
C -1.581 1.228 0.740 0.39 2.39 -0.39 0.15
O -1.493 2.431 0.733 -0.28 -0.24 0.12 -0.55
O -2.523 0.546 1.351 -0.21 -1.90 0.05 -0.45
N -0.793 -0.941 0.199 4.65 -1.61 -1.84 0.29
N 0.304 -1.713 -0.273 -1.20 3.39 0.80 -0.90
H 2.811 -2.001 -0.798 0.35 0.09 -0.24 0.33
H 1.249 1.478 -0.600 -1.16 -0.01 -0.24 0.36
H -3.169 1.100 1.750 -0.80 1.12 0.56 0.37
H -1.601 -1.366 0.436 -2.89 -1.76 1.03 0.22
```
Positions in Å, forces in eV/Å.

Summary:
- HOMO level (eV) = -10.17
- 2S+1 = 1
- frontier orbital gap (Ha) = 0.37657
- SMILES = O=Cc1cc(C(=O)O)[nH]n1
- E_LUMO (eV) = 0.074
- charge = 0

(3)
This record from the OMol25 dataset describes one molecule with the formula CH2Cl2NO3P. The level of theory is wB97M-V/def2-TZVPD.

Geometry as XYZ:
```
10
Properties=species:S:1:pos:R:3:forces:R:3:mulliken_charge:R:1
O 0.830 0.838 1.432 -0.45 -2.33 0.29 -0.49
N 0.645 -0.392 1.259 1.36 1.30 2.96 0.85
O 0.758 -1.273 2.107 -0.42 1.34 -1.07 -0.52
C 0.447 -0.760 -0.107 -0.29 1.53 -1.71 -0.52
P -0.804 0.636 -0.685 -1.33 -0.86 0.80 0.90
O -1.955 0.881 0.194 0.82 -0.46 0.15 -0.55
Cl 0.127 2.323 -1.106 0.64 0.09 -0.41 -0.15
Cl -1.537 -0.026 -2.432 0.53 -0.24 -0.35 -0.21
H 1.466 -0.426 -0.536 -1.65 -1.44 -0.03 0.31
H 0.022 -1.799 -0.126 0.78 1.06 -0.63 0.38
```
Positions in Å, forces in eV/Å.

Summary:
- HOMO level (eV) = -11.35
- 2S+1 = 1
- frontier orbital gap (Ha) = 0.38226
- SMILES = O=[N+]([O-])CP(=O)(Cl)Cl
- E_LUMO (eV) = -0.948
- charge = 0

(4)
This record from the OMol25 dataset describes a 9-piece molecular cluster, C9H33N16O11 overall. The level of theory is wB97M-V/def2-TZVPD.

Geometry as XYZ:
```
69
Properties=species:S:1:pos:R:3:forces:R:3:mulliken_charge:R:1
O 1.503 -0.518 0.163 1.92 -1.37 -0.59 -0.23
C 0.384 0.069 0.537 -4.01 -1.47 -0.82 0.75
O 0.508 1.104 1.140 0.93 3.85 2.26 -1.01
O -0.708 -0.462 0.246 -0.22 -0.78 -0.78 -0.75
H 2.090 0.114 0.585 1.25 -0.05 -0.15 0.26
C 1.524 -2.649 2.594 1.95 0.23 -0.96 0.43
O 1.178 -2.192 3.601 -1.65 2.54 5.67 -0.54
N 2.755 -2.590 2.109 4.16 0.54 0.12 -0.29
N 0.807 -3.277 1.751 -3.37 -3.09 -3.93 -0.35
H 2.904 -2.861 1.148 0.53 0.44 0.72 0.13
H 3.450 -2.120 2.672 0.09 -0.15 -0.49 0.17
H -0.151 -2.984 1.631 -0.06 -0.12 -0.26 0.23
H 1.411 -3.411 0.952 -1.91 -0.54 -0.75 0.19
C -2.132 -0.548 -3.576 2.14 -0.62 -0.38 0.64
O -0.949 -0.775 -3.750 1.25 -0.13 -1.06 -0.79
N -2.607 -0.428 -2.367 -2.53 0.97 1.69 -0.14
N -2.994 -0.430 -4.589 -2.05 0.29 -2.12 -0.42
H -2.014 -0.338 -1.554 0.35 -0.32 0.13 -0.06
H -3.524 -0.004 -2.369 -0.02 -0.24 0.89 0.23
H -3.997 -0.487 -4.490 0.27 0.04 0.41 0.17
H -2.711 -0.507 -5.555 0.52 -0.11 0.53 0.23
C -0.139 1.229 4.851 -1.87 -1.20 6.80 0.52
O -0.472 1.154 6.073 0.92 0.06 -1.05 -0.80
N -0.959 1.682 4.004 -4.51 3.36 -3.49 -0.24
N 0.891 0.725 4.343 6.45 -2.54 -1.20 -0.22
H -1.720 2.113 4.510 -0.19 0.38 -0.71 0.20
H -0.568 2.097 3.171 -0.59 -0.07 -0.29 0.20
H 1.124 0.777 3.362 -0.30 -0.14 0.03 0.18
H 1.498 0.197 4.954 -0.08 0.11 -0.30 0.20
C -4.133 2.872 -0.323 -2.03 2.56 4.40 0.62
O -4.897 3.688 0.236 0.23 -0.37 -0.59 -0.79
N -3.988 2.762 -1.567 -1.04 0.24 -6.65 -0.22
N -3.368 2.081 0.343 2.05 -2.20 3.35 -0.10
H -3.286 2.191 -2.015 -0.23 0.45 -0.05 0.09
H -4.717 3.280 -2.037 0.60 -0.17 -0.84 0.20
H -2.871 1.310 -0.080 0.23 0.21 0.62 0.05
H -3.326 2.322 1.323 0.32 -0.79 -0.10 0.10
C 5.759 -1.228 -0.224 3.91 5.55 -7.03 0.67
O 6.393 -0.455 -0.964 1.51 1.60 1.44 -0.74
N 6.243 -2.281 0.215 2.72 -6.62 4.80 -0.28
N 4.531 -1.272 -0.440 -8.58 0.56 0.12 -0.01
H 7.200 -2.359 0.531 -0.44 -0.13 0.05 0.24
H 5.450 -2.804 0.556 1.40 -1.32 0.85 0.19
H 3.912 -1.960 -0.036 0.05 0.55 -0.30 0.00
H 4.176 -0.640 -1.143 -0.25 0.07 -0.30 -0.04
C -3.092 -2.641 1.869 0.24 0.15 -0.87 0.72
O -3.540 -2.458 0.757 -1.31 -0.33 -1.24 -0.67
N -2.184 -1.845 2.352 1.71 1.79 0.77 -0.30
N -3.380 -3.657 2.663 -1.61 -2.25 0.76 -0.49
H -1.893 -1.228 1.606 1.04 0.85 0.51 0.00
H -1.743 -2.022 3.243 0.26 0.64 -0.36 0.22
H -3.951 -4.325 2.165 0.20 -0.43 0.73 0.25
H -2.758 -3.886 3.425 -0.41 -0.34 -0.31 0.21
C -0.657 3.622 -1.492 -0.57 1.03 -1.21 0.54
O -1.096 4.554 -2.083 -1.50 2.91 -3.82 -0.74
N -0.244 2.492 -1.981 1.16 -3.70 -3.61 -0.03
N -0.645 3.653 -0.244 0.84 -0.32 7.81 -0.20
H 0.342 1.799 -1.537 -0.19 0.25 0.14 0.11
H -0.332 2.412 -2.984 0.25 -0.06 0.20 0.03
H -1.056 4.419 0.271 0.27 -0.25 -0.30 0.21
H -0.236 2.857 0.224 -0.27 0.11 0.80 0.22
C 2.568 0.381 -3.419 2.47 -0.20 1.37 0.75
O 3.686 0.164 -3.040 3.13 -1.06 1.06 -0.76
N 1.516 0.005 -2.791 -3.07 -0.91 1.73 -0.04
N 2.333 1.079 -4.472 -1.35 3.63 -5.45 -0.37
H 0.692 0.013 -3.375 -0.64 -0.90 0.89 0.14
H 1.676 -0.596 -1.995 -0.70 0.03 -0.12 -0.07
H 3.035 1.375 -5.136 0.27 -0.30 0.72 0.25
H 1.499 1.644 -4.545 -0.01 -0.39 0.06 0.15
```
Positions in Å, forces in eV/Å.

Summary:
- HOMO level (eV) = -6.85
- 2S+1 = 1
- frontier orbital gap (Ha) = 0.33252
- E_LUMO (eV) = 2.201
- charge = -1

(5)
This record from the OMol25 dataset describes C19H38AlB2BeCl2F2N2NaO15PS as an isolated structure. The level of theory is wB97M-V/def2-TZVPD.

Geometry as XYZ:
```
85
Properties=species:S:1:pos:R:3:forces:R:3:mulliken_charge:R:1
C -0.480 3.432 2.638 -0.56 -0.87 0.01 -0.93
C -0.746 1.822 2.938 0.07 0.76 1.19 -0.55
P 0.674 0.796 2.089 1.74 2.12 0.79 0.27
C 1.345 -0.338 3.494 -1.15 -1.62 -0.37 -1.10
C 0.000 -0.231 0.627 -0.69 -1.02 0.69 0.65
C -1.110 -1.208 1.330 -0.59 -2.25 -0.52 -0.04
C -2.652 -0.972 0.852 -3.84 0.70 -0.53 0.59
O -3.446 0.019 1.190 3.65 -5.43 -1.40 -0.59
O -3.206 -1.992 0.009 1.83 2.82 1.86 -0.43
O -0.718 0.407 -0.476 0.96 -1.41 -1.68 -0.59
C -0.474 -0.446 -1.637 -1.27 0.02 -3.43 0.48
O -0.931 -0.338 -2.778 0.62 0.68 6.70 -0.45
O 0.511 -1.513 -1.278 -2.03 3.53 2.31 -0.48
C 1.235 -0.864 -0.189 -0.46 -1.71 3.72 0.10
B 2.527 0.041 -0.634 1.86 1.74 -0.54 0.53
O 3.837 -0.550 -0.295 -2.31 -0.44 -1.52 -0.67
N 2.588 1.337 -1.373 -2.08 -0.68 0.65 0.38
C 1.970 2.489 -0.674 1.43 0.34 0.86 -0.52
C 2.252 1.249 -2.824 1.13 0.53 -1.28 -0.72
H -0.668 3.590 1.513 0.38 0.26 1.61 0.24
H 0.604 3.732 2.900 -1.84 -0.66 -0.51 0.34
H -1.215 4.055 3.282 1.24 -1.02 -1.26 0.37
H -0.653 1.712 4.084 -0.22 -0.26 -1.93 0.53
H -1.808 1.483 2.615 2.55 0.91 4.42 0.47
H 1.956 0.246 4.261 -0.85 -0.52 -1.40 0.40
H 1.975 -1.188 3.024 -0.83 1.51 0.83 0.31
H 0.451 -0.834 4.020 1.42 0.65 -0.51 0.38
H -1.124 -1.166 2.484 0.05 0.18 -1.88 0.30
H -0.817 -2.300 1.052 -0.80 1.81 0.46 -0.30
H -4.064 -1.671 -0.371 0.56 -0.17 0.70 0.37
H 1.686 -1.577 0.611 -0.83 0.29 -1.92 0.34
H 4.315 -0.537 -1.183 -0.44 -0.06 0.53 0.47
H 2.349 2.460 0.421 -1.01 0.33 -1.78 0.37
H 0.826 2.563 -0.753 1.33 -0.27 0.20 0.16
H 2.410 3.484 -1.107 -0.06 -1.76 1.19 0.13
H 3.059 1.862 -3.392 -1.25 -1.11 0.77 0.14
H 1.237 1.715 -3.112 1.01 -0.96 0.62 0.21
H 2.288 0.158 -3.166 -0.05 1.89 0.26 0.10
Cl 1.012 -1.691 -3.378 2.33 -2.04 -2.58 -0.23
C 0.958 -6.504 0.720 -0.04 0.58 -1.83 -1.36
C 0.317 -5.296 0.110 1.37 1.85 1.67 0.56
O 0.519 -4.145 0.416 0.21 -0.88 0.06 -0.52
N -0.723 -5.425 -0.880 -0.97 -0.56 -0.45 0.02
C -0.177 -5.599 -2.259 0.17 -0.18 -0.84 -0.73
H 1.952 -6.240 1.082 -0.20 0.23 -0.12 0.36
H 0.340 -6.861 1.550 -0.38 0.09 -0.16 0.33
H 1.060 -7.295 -0.026 -0.03 -0.21 0.22 0.53
H -1.330 -6.214 -0.641 -0.33 0.09 -0.19 0.44
H -1.215 -4.527 -0.822 -0.34 -0.26 -0.13 0.24
H -1.027 -5.679 -2.937 0.15 -0.01 0.01 0.38
H 0.415 -6.514 -2.291 -0.07 0.12 -0.03 0.34
H 0.429 -4.726 -2.512 -0.07 -0.07 0.08 0.30
Cl 6.046 -0.241 -0.475 0.44 0.44 0.26 0.06
Na -2.023 1.409 1.147 -0.37 1.80 -4.26 0.49
C -5.342 -1.003 3.784 -1.41 -1.51 -2.42 0.15
C -4.857 -0.215 5.011 1.46 2.61 4.13 0.69
O -5.740 0.427 5.603 0.09 -1.11 -1.57 -0.32
O -3.637 -0.327 5.244 -0.84 -0.67 -1.40 -0.41
H -6.413 -0.871 3.623 0.15 0.21 0.29 0.30
H -4.813 -0.658 2.893 0.12 0.26 0.40 -0.55
H -5.143 -2.068 3.924 0.18 0.21 0.37 0.37
Be 1.630 -7.607 2.817 0.58 -0.94 1.53 0.25
B 6.968 2.962 -3.989 3.05 -1.82 -1.81 0.54
O 7.357 4.243 -3.375 -1.35 0.16 0.31 -0.37
C 6.250 4.808 -2.905 2.88 2.35 0.80 0.32
O 6.212 5.872 -2.337 -0.56 -0.69 -0.28 -0.56
C 5.104 3.941 -3.182 -0.65 -2.73 -1.42 0.74
O 3.941 4.163 -2.881 -1.78 0.22 0.47 -0.54
O 5.504 2.857 -3.816 -1.50 1.35 1.07 -0.37
F 7.619 1.876 -3.323 -1.01 1.05 -0.47 -0.35
F 7.300 2.959 -5.376 -0.65 0.03 1.70 -0.32
C -8.738 1.058 0.410 -0.18 -0.11 -0.08 -0.96
S -7.222 0.173 -0.010 -0.49 0.44 0.54 0.50
O -7.059 -0.938 0.982 0.44 0.12 -0.08 -0.52
C -6.084 1.489 0.470 0.31 0.13 -0.10 -0.46
H -9.586 0.398 0.223 0.14 -0.02 -0.04 0.37
H -8.724 1.341 1.464 0.15 -0.09 -0.03 0.33
H -8.827 1.947 -0.217 0.08 -0.10 -0.04 0.38
H -6.231 1.743 1.521 -0.14 -0.09 -0.03 0.32
H -6.252 2.367 -0.156 -0.12 -0.10 -0.01 0.51
H -5.066 1.127 0.323 -0.34 0.03 -0.07 -0.25
O 9.435 6.489 -4.413 -0.09 -0.15 0.01 -0.58
H 9.822 5.652 -4.701 -0.03 0.11 0.01 0.33
H 8.620 6.226 -3.963 0.11 0.01 0.01 0.37
Al 1.492 4.210 -2.654 0.86 1.03 -1.40 0.63
```
Positions in Å, forces in eV/Å.

Summary:
- HOMO level (eV) = -14.29
- 2S+1 = 1
- frontier orbital gap (Ha) = 0.03199
- E_LUMO (eV) = -13.424
- charge = +3

Question: Look up the charge of the second one.
Answer: 0

Question: The highest 2S+1 belongs to which entry?
Answer: C3H4BrFO